{
  "formula": "C31H42AuF3N10S",
  "method": "the ωB97M-V functional and the def2-TZVPD basis",
  "symbols": ["Au", "C", "N", "C", "C", "N", "C", "C", "C", "C", "C", "C", "C", "C", "C", "N", "C", "N", "C", "C", "N", "C", "C", "C", "N", "C", "C", "H", "H", "H", "H", "H", "H", "H", "H", "H", "H", "H", "H", "H", "H", "H", "H", "H", "H", "H", "H", "H", "H", "H", "H", "H", "H", "H", "H", "H", "H", "F", "C", "F", "F", "N", "C", "N", "C", "C", "C", "C", "C", "C", "H", "H", "H", "H", "H", "H", "S", "C", "N", "C", "C", "N", "H", "H", "H", "H", "H", "H"],
  "positions_angstrom": [[0.560, -0.604, 0.959], [-1.411, -3.285, -0.785], [-1.909, -3.096, -2.141], [-3.244, -3.673, -2.332], [-1.489, -2.029, -2.844], [-0.874, -1.011, -2.199], [0.258, -0.481, -2.635], [1.105, -1.170, -3.571], [2.122, -0.529, -4.228], [2.351, 0.824, -3.997], [1.633, 1.529, -2.998], [1.925, 2.883, -2.769], [1.299, 3.557, -1.747], [0.432, 2.878, -0.900], [0.118, 1.541, -1.101], [-0.605, 0.860, -0.090], [-1.769, 1.334, 0.324], [-2.201, 1.103, 1.590], [-3.604, 0.848, 1.881], [-1.320, 1.053, 2.745], [-2.595, 2.040, -0.481], [-2.642, 1.865, -1.922], [-3.392, 3.151, 0.027], [0.656, 0.861, -2.209], [-1.754, -1.953, -4.157], [-2.029, -3.130, -4.980], [-1.708, -0.697, -4.898], [-1.543, -4.334, -0.521], [-1.975, -2.664, -0.080], [-0.354, -3.043, -0.720], [-3.187, -4.760, -2.285], [-3.674, -3.381, -3.282], [-3.897, -3.316, -1.532], [0.907, -2.215, -3.768], [2.731, -1.071, -4.939], [3.112, 1.353, -4.555], [2.653, 3.376, -3.399], [1.518, 4.600, -1.564], [0.033, 3.375, -0.026], [-4.157, 0.704, 0.958], [-4.058, 1.665, 2.447], [-3.675, -0.061, 2.481], [-0.342, 1.469, 2.505], [-1.205, 0.033, 3.126], [-1.764, 1.663, 3.536], [-2.206, 0.903, -2.178], [-2.111, 2.665, -2.446], [-3.687, 1.875, -2.238], [-3.116, 3.378, 1.053], [-4.460, 2.930, -0.020], [-3.193, 4.029, -0.589], [-1.764, -4.034, -4.438], [-1.410, -3.057, -5.875], [-3.074, -3.174, -5.287], [-1.678, 0.152, -4.220], [-2.607, -0.627, -5.510], [-0.832, -0.669, -5.549], [2.816, -0.638, -0.901], [2.246, -1.530, -0.071], [1.873, -2.592, -0.814], [3.201, -1.952, 0.761], [2.557, -2.041, 4.406], [2.123, -1.116, 3.538], [1.219, -1.601, 2.714], [1.058, -2.946, 3.054], [0.238, -3.929, 2.508], [0.294, -5.185, 3.072], [1.145, -5.460, 4.159], [1.959, -4.491, 4.706], [1.896, -3.229, 4.125], [3.247, -1.891, 5.123], [2.471, -0.094, 3.524], [-0.414, -3.702, 1.673], [-0.326, -5.978, 2.679], [1.159, -6.457, 4.577], [2.610, -4.709, 5.540], [2.288, 2.154, 2.114], [2.705, 3.637, 2.790], [2.440, 4.061, 4.031], [2.991, 5.379, 4.323], [3.808, 5.678, 3.047], [3.379, 4.608, 2.150], [2.003, 3.465, 4.708], [3.613, 5.348, 5.217], [2.194, 6.107, 4.477], [4.883, 5.622, 3.224], [3.571, 6.655, 2.630], [3.851, 4.396, 1.289]],
  "forces_ev_per_angstrom": [[-0.169, 0.138, 0.359], [0.068, 0.052, 0.009], [-0.057, 0.200, 0.089], [0.035, -0.033, -0.066], [0.077, -0.099, -0.054], [0.115, -0.115, 0.067], [0.118, -0.006, -0.065], [-0.183, 0.047, 0.143], [0.105, 0.105, -0.034], [-0.065, -0.088, 0.015], [-0.031, -0.048, 0.023], [-0.041, -0.021, 0.028], [0.014, 0.047, -0.005], [0.032, 0.040, -0.003], [-0.037, -0.074, 0.014], [0.251, -0.200, -0.091], [-0.073, -0.063, 0.310], [0.030, 0.040, -0.224], [-0.034, 0.023, -0.002], [-0.007, 0.003, -0.006], [-0.027, 0.050, -0.011], [0.044, -0.050, 0.014], [-0.007, -0.028, -0.006], [-0.026, -0.100, -0.167], [-0.107, 0.008, 0.059], [0.063, 0.046, -0.003], [-0.002, 0.007, -0.023], [-0.014, 0.011, 0.002], [0.027, -0.015, 0.029], [-0.046, 0.018, -0.050], [-0.023, 0.005, -0.019], [-0.031, 0.017, 0.072], [-0.001, -0.036, 0.004], [-0.022, -0.010, 0.005], [0.008, 0.019, -0.010], [0.019, -0.009, -0.018], [0.013, 0.016, 0.001], [0.004, 0.010, -0.002], [-0.011, 0.012, 0.034], [-0.022, -0.016, 0.011], [0.008, -0.009, -0.006], [-0.025, 0.001, -0.008], [0.010, 0.028, 0.002], [-0.025, 0.027, 0.011], [0.026, -0.022, 0.034], [-0.004, 0.020, -0.008], [-0.007, -0.008, 0.002], [0.012, 0.010, 0.000], [-0.005, -0.003, -0.010], [0.000, 0.023, 0.010], [-0.011, 0.009, 0.012], [-0.002, 0.009, -0.061], [-0.006, -0.026, -0.005], [0.022, -0.010, -0.025], [-0.010, -0.061, -0.058], [0.018, 0.008, -0.019], [-0.019, 0.033, -0.007], [-0.028, -0.085, 0.000], [0.196, 0.203, -0.142], [-0.056, -0.025, -0.061], [-0.055, -0.001, 0.054], [-0.127, -0.049, -0.106], [0.043, 0.142, 0.043], [-0.004, -0.148, -0.031], [-0.080, 0.129, -0.154], [-0.036, 0.070, -0.078], [0.055, -0.024, 0.083], [-0.040, 0.000, -0.048], [-0.024, -0.026, -0.024], [0.116, -0.108, 0.178], [0.001, 0.017, 0.001], [0.040, 0.036, -0.042], [0.032, -0.037, 0.064], [-0.006, -0.012, -0.003], [-0.008, -0.011, -0.012], [0.010, 0.011, 0.010], [-0.058, -0.031, -0.003], [0.076, 0.025, -0.030], [0.022, -0.130, 0.044], [0.028, 0.063, 0.011], [0.027, 0.056, 0.040], [-0.015, -0.018, -0.074], [-0.069, -0.007, -0.019], [-0.002, 0.054, -0.029], [0.019, -0.016, -0.011], [-0.029, 0.016, 0.030], [0.024, -0.008, 0.033], [-0.023, -0.021, -0.021]],
  "mulliken_spin": [0.24, 0.00, 0.00, 0.00, -0.02, 0.25, 0.12, 0.17, -0.04, 0.31, -0.06, 0.10, -0.03, 0.08, -0.02, 0.10, -0.05, -0.01, 0.00, 0.10, 0.00, 0.00, 0.00, 0.10, 0.02, 0.00, 0.00, 0.00, 0.00, -0.01, 0.00, 0.00, 0.00, 0.00, 0.00, 0.00, 0.00, 0.00, 0.00, 0.00, 0.00, 0.00, -0.04, -0.02, 0.00, 0.00, 0.00, 0.00, 0.00, 0.00, 0.00, 0.00, 0.00, 0.00, 0.00, 0.00, 0.00, 0.04, 0.49, 0.04, 0.03, 0.01, 0.02, 0.07, 0.01, 0.00, 0.00, 0.00, 0.00, 0.00, 0.00, 0.00, 0.00, 0.00, 0.00, 0.00, 0.00, 0.00, 0.00, 0.00, 0.00, 0.00, 0.00, 0.00, 0.00, 0.00, 0.00, 0.00],
  "e_homo_ha": [-0.4630, -0.4723],
  "s_squared": 2.046,
  "homo_lumo_gap_ha": [0.28645, 0.21519],
  "e_lumo_ha": [-0.177, -0.257],
  "energy_ev": -70396.741,
  "multiplicity": 3,
  "charge": 2,
  "mol_weight_g_mol": 840.8
}